A) Here is a cluster of 2 separate species, C6H17NO in total from the OMol25 dataset. Energies are from the ωB97M-V functional and the def2-TZVPD basis.

Results
**HOMO energy**: -8.05 eV
**HOMO-LUMO gap**: 8.988 eV
**2S+1**: 1
**SMILES**: CCCN(C)CC.O

Element x y z (Å)
H 1.580 0.013 1.342
H -1.383 -0.661 0.915
H 0.742 -1.309 2.273
H 1.444 1.419 -0.665
C 1.824 -0.877 -0.936
C 0.764 -0.724 1.331
O -3.263 4.731 -2.886
H 2.981 -1.013 -0.900
N 0.899 -1.318 0.046
H -3.814 4.099 -3.278
H 2.307 1.024 -2.003
H -2.737 5.087 -3.590
H -0.461 0.779 0.719
H -0.298 -3.015 0.709
H -2.193 -0.422 2.877
C -1.326 0.288 2.692
H 0.762 0.498 -2.245
H 1.559 -1.538 -1.735
H 0.294 -3.139 -1.016
H -1.952 1.191 2.759
C -0.652 -0.050 1.429
C 1.537 0.553 -1.483
C 0.608 -2.686 -0.003
H 1.303 -3.363 0.285
H -0.526 0.434 3.365

=====

B) Here is a cluster of 2 separate species, C6H17NO in total from the OMol25 dataset. Energies are from the ωB97M-V functional and the def2-TZVPD basis.

Results
**HOMO energy**: -8.51 eV
**HOMO-LUMO gap**: 9.147 eV
**2S+1**: 1
**SMILES**: CCCNCCC.O

Element x y z (Å)
C 0.487 1.147 2.093
H 0.558 1.543 1.075
H 2.208 1.938 -0.542
H -2.485 0.940 -2.280
H 0.026 -2.184 -1.635
H 0.352 -0.471 -1.555
H -1.275 1.083 -0.999
H 1.694 -1.911 0.955
H 1.044 1.822 2.747
C 1.044 -0.288 2.180
H 2.026 -0.318 2.652
H 0.383 -0.897 2.799
C 1.159 -0.963 0.829
C -2.126 0.505 -1.360
H -2.889 0.642 -0.602
C -1.730 -0.968 -1.554
H 2.189 2.008 -2.148
H 1.741 -0.401 0.097
N -0.169 -1.332 0.298
O 1.750 1.691 -1.360
H -1.880 -1.231 -2.602
H -0.566 1.159 2.375
H -0.824 -0.664 0.681
C -0.295 -1.262 -1.151
H -2.422 -1.588 -0.992

=====

C) Here is a cluster of 2 separate species, C6H17NO in total from the OMol25 dataset. Energies are from the ωB97M-V functional and the def2-TZVPD basis.

Results
**HOMO energy**: -9.26 eV
**HOMO-LUMO gap**: 10.191 eV
**2S+1**: 1
**SMILES**: CCCCNCC.O

Element x y z (Å)
C 2.029 -0.651 -0.936
H -2.352 -0.661 0.396
H -0.819 -0.516 2.981
H 0.060 -0.337 0.607
C 1.516 0.717 -1.295
O -0.050 -0.997 3.299
N -0.027 0.673 0.646
H -0.621 0.670 -1.417
H 1.467 0.788 -2.387
C 1.070 -1.771 -1.436
H -2.634 0.773 -0.522
H -3.468 0.548 1.061
H 3.008 -0.870 -1.337
H 1.697 -2.626 -1.670
C -1.318 1.082 1.148
H -1.418 1.003 2.241
H 2.116 -0.780 0.151
C 0.136 1.098 -0.752
C -2.545 0.416 0.507
H 0.322 -2.079 -0.708
H 0.539 -1.457 -2.333
H 0.554 -0.896 2.557
H -1.497 2.153 1.090
H 2.188 1.541 -1.086
H 0.047 2.178 -0.805

=====

D) Here is a cluster of 2 separate species, C6H17NO in total from the OMol25 dataset. Energies are from the ωB97M-V functional and the def2-TZVPD basis.

Results
**HOMO energy**: -8.82 eV
**HOMO-LUMO gap**: 9.733 eV
**2S+1**: 1
**SMILES**: CCCCN(C)C.O

Element x y z (Å)
H -0.286 -1.323 -0.664
H -0.785 1.535 -1.079
H -2.738 0.945 1.970
C 0.708 -1.221 -0.186
C 0.501 -0.045 0.857
H 0.167 2.317 0.326
C -0.797 1.887 0.012
H -2.245 -1.556 -0.215
C -1.582 0.848 2.035
H 1.379 0.168 -2.797
H -3.643 -1.729 0.280
H -1.230 1.892 2.368
C 2.076 -0.981 -0.987
H 2.824 -0.583 -0.229
H 2.514 -1.932 -1.358
O -3.001 -2.280 -0.184
H 1.212 0.879 0.854
H 2.925 -0.271 -2.839
N -0.944 0.583 0.745
C 2.199 0.051 -2.089
H -1.714 2.579 0.196
H 0.567 -0.416 1.912
H -1.495 -0.182 2.563
H 2.624 1.051 -1.846
H 0.764 -2.217 0.356

=====

Stability summary - winner: B); margin: 12.6 kJ/mol.

=====

A) Here is a cluster of 2 separate species, C2H6N6 in total from the OMol25 dataset. Energies are from the ωB97M-V functional and the def2-TZVPD basis.

Results
**HOMO energy**: -9.23 eV
**HOMO-LUMO gap**: 7.956 eV
**2S+1**: 1

Element x y z (Å)
N 0.268 -0.620 -0.137
H -0.334 1.894 -0.159
C -2.051 -0.430 0.368
H 3.461 0.776 -0.537
H -3.210 0.032 0.247
C 1.055 0.723 -0.112
H -1.593 0.331 1.328
N 1.155 -1.827 -0.085
N -1.023 -0.652 -0.745
H -1.084 0.340 -1.294
N 2.252 0.077 0.357
N 2.373 -1.241 -0.037
N 0.784 1.970 -0.111
H -2.052 -1.371 0.916

=====

B) Here is an isolated molecule of C2H6N6 from the OMol25 dataset. Energies are from the ωB97M-V functional and the def2-TZVPD basis.

Results
**HOMO energy**: -7.31 eV
**HOMO-LUMO gap**: 8.222 eV
**2S+1**: 1
**SMILES**: N/N=c1/[nH]cnn1N

Element x y z (Å)
C 2.040 -0.615 -0.025
H 3.078 -0.893 0.225
H 0.040 2.473 -0.935
N 1.103 -1.475 0.005
N 1.716 0.669 -0.081
N -2.456 -0.269 -0.119
H 1.117 -2.450 -0.413
N -0.241 1.867 -0.071
H 0.096 2.357 0.745
H -3.188 -0.967 0.315
N 0.375 0.638 -0.144
H -2.264 0.425 0.772
N -1.284 -1.101 -0.169
C -0.133 -0.660 -0.105

=====

Stability summary - winner: B); margin: 515.8 kJ/mol.

=====

A) Here is a structure of composition C2H6N6 from the OMol25 dataset. Energies are from the ωB97M-V functional and the def2-TZVPD basis.

Results
**HOMO energy**: -8.79 eV
**HOMO-LUMO gap**: 9.140 eV
**2S+1**: 1

Element x y z (Å)
N 2.698 -0.491 0.031
H 0.996 2.412 -0.074
H -1.887 -0.115 -1.398
N 1.895 1.852 -0.040
N 2.101 -1.507 0.160
N 0.488 0.119 -0.498
H -0.466 0.309 1.404
H -2.558 -1.268 0.330
N 0.717 -1.255 -0.311
H -0.223 -1.854 0.029
C -2.098 -0.100 -0.131
H -2.764 0.930 0.414
C 1.808 0.670 -0.191
N -0.706 0.296 0.274

=====

B) Here is an isolated molecule of C2H6N6 from the OMol25 dataset. Energies are from the ωB97M-V functional and the def2-TZVPD basis.

Results
**HOMO energy**: -9.14 eV
**HOMO-LUMO gap**: 9.060 eV
**2S+1**: 1
**SMILES**: [H]/N=c1/nn[nH]n1NC

Element x y z (Å)
H 2.382 -1.208 -0.894
H -0.396 -2.262 -0.324
N -1.756 -1.048 0.144
H 1.166 0.844 1.019
H 3.410 -0.308 0.549
N 0.133 -0.274 -0.350
N -0.437 -1.328 -0.047
C 2.589 -0.264 -0.136
H 0.620 1.959 -0.449
C -0.695 0.903 -0.345
N -0.349 2.114 0.076
N 1.270 -0.180 0.629
H 2.850 0.608 -0.818
N -1.919 0.221 0.092

=====

Stability summary - winner: B); margin: 166.9 kJ/mol.

=====

A) Here is a cluster of 2 separate species, C2H2IO3 in total from the OMol25 dataset. Energies are from the ωB97M-V functional and the def2-TZVPD basis.

Results
**HOMO energy**: -3.37 eV
**HOMO-LUMO gap**: 6.619 eV
**Total charge**: -1
**2S+1**: 1

Element x y z (Å)
O -1.932 -0.022 -0.150
C 0.834 -0.173 0.073
O -0.793 1.400 -1.567
H 1.600 -0.487 -0.597
H -0.677 -1.181 0.637
C -1.101 0.641 -0.708
I 1.820 1.159 1.652
O 0.249 -1.338 0.660

=====

B) Here is the ion C2H2IO3 with charge -1 from the OMol25 dataset. Energies are from the ωB97M-V functional and the def2-TZVPD basis.

Results
**HOMO energy**: -4.70 eV
**HOMO-LUMO gap**: 7.805 eV
**Total charge**: -1
**2S+1**: 1
**SMILES**: O=C([O-])[C@H](O)I

Element x y z (Å)
C 0.165 -0.576 -0.312
O 0.092 1.863 -0.730
O -0.819 1.034 1.113
O -0.564 -1.391 0.469
H -0.999 -0.556 0.962
C -0.254 1.005 0.020
I 2.385 -0.712 -0.045
H -0.007 -0.667 -1.475

=====

Stability summary - winner: B); margin: 102.7 kJ/mol.

=====

A) Here is a structure of composition CH5N3O from the OMol25 dataset. Energies are from the ωB97M-V functional and the def2-TZVPD basis.

Results
**HOMO energy**: -8.97 eV
**HOMO-LUMO gap**: 9.840 eV
**2S+1**: 1

Element x y z (Å)
N -0.340 0.665 -0.306
H -0.644 -1.199 -0.404
H 0.710 -1.541 1.829
N 0.321 0.602 0.718
H 1.776 -1.571 0.269
O -0.123 -1.916 -0.047
H -1.115 2.570 -0.126
C 0.744 -1.298 0.759
H -1.495 1.832 -1.494
N -0.888 1.736 -0.665

=====

B) Here is an isolated molecule of CH5N3O from the OMol25 dataset. Energies are from the ωB97M-V functional and the def2-TZVPD basis.

Results
**HOMO energy**: -8.62 eV
**HOMO-LUMO gap**: 9.745 eV
**2S+1**: 1
**SMILES**: N/N=C/NO

Element x y z (Å)
H -0.372 1.498 0.554
N 0.835 0.009 0.002
O -1.343 1.166 0.691
C -0.246 -0.623 -0.368
H -0.271 -1.594 -0.832
H 2.507 -0.788 0.608
N 1.988 -0.663 -0.281
H 2.602 0.029 -0.806
N -1.389 0.051 -0.139
H -2.276 -0.507 0.083

=====

C) Here is a cluster of 2 separate species, CH5N3O in total from the OMol25 dataset. Energies are from the ωB97M-V functional and the def2-TZVPD basis.

Results
**HOMO energy**: -8.77 eV
**HOMO-LUMO gap**: 9.019 eV
**2S+1**: 1
**SMILES**: [H]/N=N\O.C=N

Element x y z (Å)
H -2.586 -0.664 -0.277
N 1.691 -0.039 0.314
H -0.040 -1.230 0.115
H 1.390 1.797 0.564
C -1.888 -0.050 0.309
N 1.431 -0.949 -0.492
H -2.177 0.999 0.433
N -0.779 -0.436 0.727
O 1.548 1.239 -0.213
H 1.410 -0.665 -1.481

=====

Stability summary - winner: B); margin: 67.2 kJ/mol.

=====

A) Here is an isolated molecule of C6H10ClN from the OMol25 dataset. Energies are from the ωB97M-V functional and the def2-TZVPD basis.

Results
**HOMO energy**: -8.94 eV
**HOMO-LUMO gap**: 9.755 eV
**2S+1**: 1
**SMILES**: Cl[C@]12C[C@H]1CCCN2

Element x y z (Å)
C -0.394 -1.110 -0.184
C -1.039 -1.493 1.075
H 1.230 -1.875 -0.857
H -2.021 0.358 0.102
H -0.897 1.958 1.077
H -2.016 -1.799 1.060
H 0.950 2.358 -0.509
H 1.916 0.276 -1.752
H -0.216 1.603 -1.168
C 0.537 1.401 -0.431
C -0.253 1.216 0.798
C -1.133 -0.031 0.516
Cl -1.407 -1.791 -2.045
H 2.387 0.482 -0.040
C 1.519 0.310 -0.761
H -0.391 -1.805 1.989
H 0.337 1.026 1.645
N 0.892 -1.084 -0.516

=====

B) Here is a structure of composition C6H10ClN from the OMol25 dataset. Energies are from the ωB97M-V functional and the def2-TZVPD basis.

Results
**HOMO energy**: -8.96 eV
**HOMO-LUMO gap**: 9.776 eV
**2S+1**: 1

Element x y z (Å)
H 0.071 -1.183 -1.840
C -0.387 -2.003 1.876
H -1.243 0.432 0.946
H 1.542 1.373 1.047
H -1.422 1.038 -1.075
H -0.210 -3.106 1.934
H -1.756 -0.753 -2.075
N -0.605 -0.395 -1.922
C 0.845 1.445 -1.019
C 0.536 1.457 0.543
H -1.528 -1.870 2.077
C -0.238 0.267 0.605
Cl 1.850 -1.600 0.588
C -0.440 0.546 -0.888
H 0.215 2.480 1.093
C 0.197 -1.115 1.049
H 1.774 0.753 -1.274
H 0.798 2.234 -1.665

=====

C) Here is an isolated molecule of C6H10ClN from the OMol25 dataset. Energies are from the ωB97M-V functional and the def2-TZVPD basis.

Results
**HOMO energy**: -9.39 eV
**HOMO-LUMO gap**: 10.331 eV
**2S+1**: 1
**SMILES**: C[C@]1(N2CC2)C[C@H]1Cl

Element x y z (Å)
C 0.762 1.748 0.970
H 0.982 2.809 0.556
C -0.270 1.255 2.011
C -1.107 -1.403 0.232
H -1.084 -2.393 0.353
Cl -0.247 0.168 -2.236
H 0.372 -2.047 -1.071
H 0.089 0.413 2.547
H 1.383 -2.132 0.859
H -1.127 1.864 2.186
C 1.231 -1.142 1.205
C -0.204 -0.973 -0.947
N -0.296 0.905 0.577
C 0.089 -0.542 0.421
H 2.099 -0.637 1.167
H -2.010 -0.742 0.457
H 1.670 1.122 1.304
H 0.892 -1.102 2.271

=====

D) Here is an isolated molecule of C6H10ClN from the OMol25 dataset. Energies are from the ωB97M-V functional and the def2-TZVPD basis.

Results
**HOMO energy**: -8.40 eV
**HOMO-LUMO gap**: 9.318 eV
**2S+1**: 1
**SMILES**: C/C(Cl)=C\[C@H]1CCN1

Element x y z (Å)
C -1.504 2.353 0.444
Cl -0.250 2.651 -2.009
H 1.985 -0.132 1.228
N 1.132 -0.888 0.936
H -2.362 3.047 -0.190
C 1.601 -1.991 -0.068
C -0.109 0.455 -0.692
H -0.541 -2.876 0.410
H 2.038 -1.225 -1.027
C -0.279 -0.565 0.414
H -0.546 -2.267 -1.071
H -1.996 1.792 1.182
C -0.007 -2.115 -0.142
H -0.764 3.046 0.970
H -0.827 -0.100 1.226
H 0.667 0.164 -1.283
H 2.341 -2.982 0.238
C -0.579 1.632 -0.566

=====

Stability summary - winner: A); margin: 134.9 kJ/mol.